Formula: C43H69N6O9S4
Source: OMol25
Level of theory: wB97M-V/def2-TZVPD

XYZ file:
```
131
Properties=species:S:1:pos:R:3
C -0.272 -1.159 -0.958
C -1.264 -0.270 -0.155
C -0.779 1.230 -0.151
O -2.534 -0.358 -0.489
H 0.718 -1.196 -0.500
H -0.285 -0.909 -2.026
H -0.704 -2.183 -0.916
H -1.049 -0.429 0.968
H 0.236 1.382 0.268
H -1.462 1.817 0.473
H -0.765 1.689 -1.169
C 3.661 5.527 0.587
C 3.131 4.775 -0.626
C 1.713 4.411 -0.300
S 1.048 5.880 0.471
O 0.247 5.562 1.618
O 0.482 6.765 -0.532
C 2.642 6.556 0.971
H 4.654 5.948 0.422
H 3.816 4.807 1.395
H 3.713 3.879 -0.847
H 3.243 5.365 -1.546
H 1.745 3.714 0.557
H 1.041 4.006 -1.044
H 2.553 6.759 2.037
H 2.742 7.513 0.468
C -2.174 4.529 -2.461
C -3.547 4.131 -3.033
C -4.453 3.703 -1.870
S -3.969 4.700 -0.488
O -4.018 3.908 0.694
O -4.711 5.923 -0.576
C -2.267 4.973 -1.014
H -1.741 5.318 -3.079
H -1.478 3.689 -2.548
H -3.480 3.326 -3.755
H -3.982 4.994 -3.549
H -4.165 2.669 -1.640
H -5.515 3.810 -2.036
H -1.624 4.396 -0.357
H -2.101 6.036 -0.858
C -1.107 -3.927 4.690
C -1.994 -2.735 4.469
C -1.126 -1.607 3.900
S 0.489 -1.895 4.681
O 0.740 -0.935 5.713
O 1.493 -2.191 3.691
C 0.091 -3.438 5.493
H -0.787 -4.221 3.685
H -1.636 -4.749 5.161
H -2.454 -2.333 5.376
H -2.791 -2.933 3.748
H -1.525 -0.604 4.037
H -0.888 -1.636 2.827
H -0.253 -3.155 6.482
H 0.899 -4.147 5.422
C 1.351 -4.079 0.913
C 1.217 -4.191 -0.612
C 2.382 -3.547 -1.266
S 3.770 -3.792 -0.126
O 4.327 -2.529 0.269
O 4.626 -4.792 -0.688
C 2.791 -4.472 1.226
H 0.610 -4.769 1.313
H 1.157 -3.077 1.298
H 0.260 -3.763 -0.936
H 1.039 -5.241 -0.874
H 2.244 -2.483 -1.448
H 2.718 -4.023 -2.181
H 3.151 -4.094 2.181
H 2.911 -5.556 1.243
N 4.513 0.396 -2.395
C 4.221 0.699 -3.697
C 2.880 0.927 -3.762
C 2.351 0.807 -2.454
C 3.368 0.471 -1.632
H 5.436 0.167 -2.107
H 5.023 0.750 -4.413
H 2.294 1.197 -4.619
H 1.325 0.961 -2.183
H 3.414 0.266 -0.570
N -2.317 3.209 2.950
C -3.105 2.985 4.027
C -2.363 2.269 4.926
C -1.101 2.027 4.305
C -1.082 2.652 3.085
H -2.576 3.780 2.161
H -4.097 3.400 4.046
H -2.741 1.889 5.862
H -0.304 1.421 4.717
H -0.394 2.520 2.276
N 2.737 -0.160 2.032
C 1.837 0.749 2.505
C 2.496 1.922 2.733
C 3.901 1.632 2.539
C 3.982 0.331 2.165
H 2.524 -1.094 1.762
H 0.797 0.464 2.523
H 2.085 2.804 3.205
H 4.739 2.283 2.705
H 4.846 -0.277 1.955
N -2.859 -0.795 -3.404
C -2.518 0.209 -4.238
C -2.705 -0.235 -5.521
C -3.125 -1.592 -5.449
C -3.281 -1.894 -4.118
H -2.660 -0.751 -2.379
H -2.064 1.089 -3.818
H -2.351 0.249 -6.414
H -3.307 -2.255 -6.282
H -3.563 -2.772 -3.562
N -3.256 -3.076 0.473
C -4.325 -3.812 0.746
C -3.950 -4.811 1.575
C -2.573 -4.657 1.827
C -2.172 -3.542 1.139
H -3.250 -2.123 0.039
H -5.320 -3.555 0.453
H -4.567 -5.578 2.011
H -1.998 -5.202 2.565
H -1.246 -3.026 0.954
N 2.498 -3.763 -4.185
C 1.947 -4.896 -4.739
C 0.576 -4.753 -4.709
C 0.290 -3.465 -4.184
C 1.502 -2.862 -3.924
H 3.461 -3.688 -3.939
H 2.480 -5.789 -4.998
H -0.158 -5.471 -5.039
H -0.686 -3.027 -4.064
H 1.740 -1.878 -3.556
```

Calculated values
Frontier orbital gap ... 7.0956 eV
Net charge ... -1
HOMO level ... -4.998 eV
E_LUMO ... 0.077 Ha
Energy above the lowest of the compared OMol25 structures with the same formula, charge and spin ... 0.00 kJ/mol
Molecular weight ... 942.3 Da
Strongest force on any atom ... 3.003 eV/A